Model i:
Formula: C2H6N2OS
Source: the OMol25 dataset
Level of theory: ωB97M-V/def2-TZVPD

Computed properties:
SMILES: CO/N=C\NS
2S+1: 1
HOMO-LUMO gap: 9.694 eV
Molecular weight: 106.15 g/mol
Highest occupied orbital energy: -8.89 eV

Geometry as XYZ:
```
12
C2H6N2OS, DFT ωB97M-V/def2-TZVPD
C 1.38 -1.89 0.66
C -1.06 0.57 0.30
H 2.08 -2.12 -0.08
H 0.70 -2.74 0.71
H 1.83 -1.67 1.63
H -1.98 0.92 0.77
H 0.33 1.02 -1.19
H -1.88 2.86 -1.96
N -0.57 -0.50 0.76
N -0.52 1.35 -0.71
O 0.69 -0.77 0.09
S -1.00 2.97 -0.96
```

Quick look at the Löwdin charges, all values in e: atom 1 (C): -0.0862, atom 2 (C): -0.3127, atom 3 (H): 0.0560, atom 4 (H): 0.0832, atom 5 (H): 0.0862, atom 6 (H): 0.1147, atom 7 (H): 0.0889, atom 8 (H): -0.1630, atom 9 (N): 0.0456, atom 10 (N): -0.4240, atom 11 (O): -0.2372, atom 12 (S): 0.7484

---

Model ii:
Formula: C2H6N2OS
Source: the OMol25 dataset
Level of theory: ωB97M-V/def2-TZVPD

Computed properties:
SMILES: CN(O)/C=N/S
2S+1: 1
HOMO-LUMO gap: 9.148 eV
Molecular weight: 106.15 g/mol
Highest occupied orbital energy: -8.58 eV

Geometry as XYZ:
```
12
C2H6N2OS, DFT ωB97M-V/def2-TZVPD
C -0.93 -0.90 -1.83
C 0.16 0.31 -0.10
H -1.29 -0.54 -2.95
H -0.28 -1.86 -1.71
H -1.88 -0.96 -1.11
H -1.33 1.68 -1.54
H 0.45 1.31 0.12
H 0.11 -1.30 2.89
N -0.03 0.18 -1.42
N 0.11 -0.69 0.66
O -0.40 1.52 -1.89
S 0.72 -0.21 2.27
```

Quick look at the Löwdin charges, all values in e: atom 1 (C): -0.0858, atom 2 (C): -0.4444, atom 3 (H): 0.1366, atom 4 (H): 0.1130, atom 5 (H): 0.1108, atom 6 (H): 0.1209, atom 7 (H): 0.1058, atom 8 (H): -0.1361, atom 9 (N): -0.2188, atom 10 (N): -0.3045, atom 11 (O): -0.0597, atom 12 (S): 0.6620

---

Tell me which of them is the most stable. Sure, it is model i.

---

Model i:
Formula: C2H6N2OS
Source: the OMol25 dataset
Level of theory: ωB97M-V/def2-TZVPD

Computed properties:
SMILES: CON(N)C=S
2S+1: 1
HOMO-LUMO gap: 8.936 eV
Molecular weight: 106.15 g/mol
Highest occupied orbital energy: -8.32 eV

Geometry as XYZ:
```
12
C2H6N2OS, DFT ωB97M-V/def2-TZVPD
C -1.07 1.54 -0.05
C 1.43 -0.69 -0.49
N -1.05 -0.52 1.10
N -0.59 0.29 0.01
O 0.15 -0.39 -0.93
S -0.51 2.49 -1.23
H -1.95 1.69 0.61
H 1.70 0.18 0.06
H 2.12 -0.84 -1.41
H 1.70 -1.54 0.16
H -1.74 -1.23 0.63
H -0.19 -1.00 1.53
```

Quick look at the Löwdin charges, all values in e: atom 1 (C): -0.6954, atom 2 (C): -0.1155, atom 3 (N): 0.0632, atom 4 (N): -0.3471, atom 5 (O): -0.1407, atom 6 (S): 0.6157, atom 7 (H): 0.0900, atom 8 (H): 0.0724, atom 9 (H): 0.1296, atom 10 (H): 0.0797, atom 11 (H): 0.1369, atom 12 (H): 0.1111

---

Model ii:
Formula: C2H6N2OS
Source: the OMol25 dataset
Level of theory: ωB97M-V/def2-TZVPD

Computed properties:
2S+1: 1
HOMO-LUMO gap (spin up / spin down): 7.594 / 7.591 eV
Molecular weight: 106.15 g/mol
Highest occupied orbital energy (spin up / spin down): -8.78 / -8.78 eV

Geometry as XYZ:
```
12
C2H6N2OS, DFT ωB97M-V/def2-TZVPD
C 1.21 -0.91 -0.04
C -0.09 1.71 -0.25
N -1.58 -1.35 0.11
N 0.18 -0.41 0.68
O -0.01 0.88 0.90
S 2.61 -0.12 -0.19
H 1.14 -1.98 -0.45
H 0.81 2.28 -0.38
H -0.86 2.34 -0.12
H -0.22 1.25 -1.28
H -1.18 -2.30 0.00
H -2.02 -1.40 1.03
```

Quick look at the Löwdin charges, all values in e: atom 1 (C): -0.7452, atom 2 (C): -0.0916, atom 3 (N): 0.1100, atom 4 (N): -0.1201, atom 5 (O): -0.1428, atom 6 (S): 0.6673, atom 7 (H): 0.0819, atom 8 (H): 0.0634, atom 9 (H): 0.0482, atom 10 (H): 0.1210, atom 11 (H): 0.0017, atom 12 (H): 0.0063

---

Model iii:
Formula: C2H6N2OS
Source: the OMol25 dataset
Level of theory: ωB97M-V/def2-TZVPD

Computed properties:
SMILES: CC/[N+]([S-])=N/O
2S+1: 1
HOMO-LUMO gap (spin up / spin down): 9.014 / 9.012 eV
Molecular weight: 106.15 g/mol
Highest occupied orbital energy (spin up / spin down): -8.46 / -8.46 eV

Geometry as XYZ:
```
12
C2H6N2OS, DFT ωB97M-V/def2-TZVPD
C 0.56 1.47 0.94
C -0.34 0.93 -0.06
N -0.53 -1.25 -1.22
N -0.20 -0.84 -0.09
O -0.47 -2.61 -1.40
S 0.52 -1.51 1.18
H 1.32 2.12 0.58
H 0.01 1.90 1.89
H 1.12 0.51 1.36
H -0.27 1.23 -1.10
H -1.38 0.82 0.31
H -0.33 -2.77 -2.39
```

Quick look at the Löwdin charges, all values in e: atom 1 (C): -0.1909, atom 2 (C): -0.1411, atom 3 (N): -0.0889, atom 4 (N): -0.6515, atom 5 (O): -0.0701, atom 6 (S): 0.6346, atom 7 (H): 0.0539, atom 8 (H): 0.1184, atom 9 (H): -0.0082, atom 10 (H): 0.0945, atom 11 (H): 0.1053, atom 12 (H): 0.1441

---

Tell me which of them is the most stable. Sure, it is model i.